This record from OMol25 describes a structure of composition C13H14N4RuS7. The level of theory is ωB97M-V with the def2-TZVPD basis set.

The geometry in XYZ format:
```
39
Properties=species:S:1:pos:R:3:forces:R:3
Ru -1.08550 -2.00917 0.14913 0.06 0.10 0.42
S -2.95058 -4.12743 -2.03493 -0.13 -0.26 0.02
S -2.60721 -3.64846 -0.01526 -0.19 -0.12 -0.12
S 1.08044 -1.31735 0.41228 0.15 0.02 -0.03
S -1.18793 -2.23576 2.48764 -0.08 -0.10 0.01
S -2.50114 -2.40555 -3.00647 0.14 0.26 0.12
S -2.45354 -0.17631 0.23876 0.09 0.03 0.04
S -0.63824 -1.99956 -2.20243 0.05 0.12 -0.26
N -0.62324 1.50037 -0.72399 0.00 -0.08 -0.03
N 5.31761 -0.41563 4.76146 0.00 -0.02 -0.01
N 2.35215 -1.36589 7.42387 -0.03 0.01 -0.01
N -2.35164 0.87540 -2.17055 -0.26 0.14 0.14
C 0.50191 1.70881 -1.64033 0.00 -0.04 -0.08
C -1.70527 1.08509 -4.54546 0.04 -0.01 0.00
C -1.73476 0.81174 -1.00537 0.01 -0.11 -0.25
C 0.37958 -1.75400 3.03179 0.07 0.08 -0.03
C 2.66357 -1.05580 2.60818 -0.02 0.01 0.02
C 2.16296 -1.37212 6.28942 0.06 -0.04 0.03
C 4.25968 -0.70940 4.41698 0.02 0.04 0.04
C 2.94574 -1.05612 3.96586 -0.04 -0.02 -0.03
C -2.16638 1.79550 -3.28170 0.01 -0.03 -0.02
C 1.92221 -1.38957 4.87489 -0.02 0.02 -0.02
C 1.39498 -1.37766 2.13102 -0.03 0.04 0.04
C 0.98473 3.14813 -1.64041 0.01 0.00 0.02
C 0.66810 -1.73224 4.40422 -0.01 -0.02 -0.02
H -3.12922 2.28177 -3.45874 0.00 0.00 -0.02
H -1.65053 1.79388 -5.37300 0.00 -0.02 -0.01
H -0.11164 -1.99290 5.10786 0.00 -0.01 0.00
H -2.40345 0.29065 -4.81268 -0.02 0.02 -0.01
H 1.29535 1.02803 -1.32402 0.01 0.03 0.03
H -0.73169 0.61520 -4.40873 0.00 0.00 0.02
H 3.44522 -0.80270 1.90325 -0.01 0.03 0.00
H -3.07350 0.16996 -2.27064 0.04 -0.03 -0.03
H -0.34528 1.33681 0.23491 0.07 -0.07 0.00
H -1.47345 2.57632 -2.97776 -0.02 0.01 0.00
H 0.20108 3.83425 -1.96695 -0.01 -0.01 -0.01
H 1.84112 3.25767 -2.30682 0.00 0.00 0.00
H 1.29714 3.45082 -0.64009 0.00 0.00 0.00
H 0.21058 1.38318 -2.63520 0.02 -0.02 0.04
```
Positions in Å, forces in eV/Å.

Energy   -98102.9629 eV
Lowest unoccupied orbital energy (alpha / beta)   1.963 / 1.975 eV
HOMO level (alpha / beta)   -4.21 / -4.39 eV
Multiplicity   2
ΔE to the lowest compared entry with this formula, charge and spin   0.00 kJ/mol
Charge   -1

=====

This record from OMol25 describes a cluster of 3 separate species, C28H58ClN3O2P2S in total. The level of theory is ωB97M-V with the def2-TZVPD basis set.

The geometry in XYZ format:
```
95
Properties=species:S:1:pos:R:3:forces:R:3
Cl 2.36638 -1.14108 2.03416 -1.19 -0.25 -0.37
S -1.32548 -4.90284 2.94754 0.30 0.14 0.09
P -1.74023 -3.91514 1.27444 -2.71 -1.67 1.64
P -0.26943 -2.37731 0.74827 2.32 0.71 1.26
O 1.98566 -5.63475 -0.43347 -0.57 1.06 -2.13
O 2.95444 -4.28394 -2.10855 -3.13 -3.59 2.02
N -2.42604 -3.86170 -2.04488 0.19 0.23 1.32
N -2.42889 -1.61088 -2.80435 0.57 -0.01 0.66
N -3.47911 -2.00387 -0.72480 -0.15 -1.94 -0.32
C -1.02899 -1.34659 2.18728 -2.09 1.09 1.17
C 1.33423 -5.89480 -2.97986 0.04 0.21 0.62
C 2.65158 2.56629 5.73516 0.11 0.00 -0.02
C -3.58983 -0.43432 2.46300 0.05 2.67 -2.67
C -2.20334 -0.35368 1.71479 -3.28 2.09 -0.56
C 0.77346 2.08814 4.08525 0.02 -0.06 -0.16
C 2.60700 4.09378 5.62657 -0.09 0.02 -0.06
C 2.22084 1.81744 4.47237 -0.02 -0.07 0.17
C 2.14273 -5.20222 -1.77607 2.44 2.37 -1.75
C -2.29955 -2.44245 -1.51215 -1.05 1.17 -3.39
C 1.94086 -0.96364 -0.70571 1.43 1.05 0.38
C -4.78879 0.51939 2.11198 3.03 0.51 -1.65
C -1.34307 2.60594 -3.26277 -0.01 0.09 -0.06
C -1.32085 1.53618 -4.35854 0.06 -0.04 -0.01
C -4.66987 1.62200 1.00478 3.70 -3.02 0.87
C 3.45574 4.68742 4.49911 -0.07 0.06 0.18
C 1.07585 -3.73800 0.97688 1.18 -1.45 -1.13
C -3.29661 1.67296 0.24984 -0.87 -2.01 2.51
C -2.10033 0.71972 0.60560 -3.04 0.01 1.56
C 0.72835 -5.10399 0.14182 0.09 0.44 0.21
C 4.94157 4.40210 4.65909 0.10 0.05 -0.20
C -0.99250 2.05459 -5.76030 -0.08 -0.10 0.06
C 1.11796 -1.05805 0.67325 0.47 2.09 -2.06
C -0.86030 -2.05375 -0.97863 0.16 0.63 -1.70
C -0.04149 3.39579 -3.10201 -0.15 -0.06 0.12
C 3.17745 0.07874 -0.45057 -0.39 0.17 -1.40
C -2.01861 3.05158 -6.28080 0.11 0.09 -0.16
C 1.13811 2.52272 -2.69967 0.17 0.14 -0.05
H 3.43413 0.52342 -1.47907 -0.23 -0.58 1.46
H -5.76722 0.44105 2.69845 1.67 0.01 -0.91
H 1.61215 -7.00135 -3.08926 -0.54 1.60 0.40
H 2.00791 2.25978 6.56793 0.02 0.00 -0.06
H -0.75998 -0.91728 -1.18662 -0.24 -1.92 0.47
H -3.75650 -1.19908 3.28848 0.37 1.11 -1.26
H -2.30004 1.04447 -4.38085 0.08 0.01 0.01
H 0.50812 1.51231 3.19378 -0.07 0.05 0.02
H 0.59686 -0.02976 0.80919 1.04 -1.53 -0.16
H -1.63869 -1.91129 -3.39575 -0.73 0.36 -0.07
H 0.00486 2.50607 -5.78053 -0.04 -0.04 0.03
H 1.30189 -3.95473 2.07438 -0.67 0.27 -1.55
H 2.83568 0.96281 0.20942 0.68 -1.56 -0.90
H -4.21720 -2.72337 -0.87958 0.68 0.74 0.47
H 0.32085 -5.93515 0.80703 0.34 1.28 -1.01
H 2.37715 -1.95496 -1.07940 -0.71 1.25 0.73
H -2.06890 3.94563 -5.65464 -0.03 -0.05 -0.04
H -3.18969 2.44848 -0.58578 0.04 -1.35 1.40
H 2.03551 3.13510 -2.57576 -0.02 -0.13 0.05
H 1.35948 1.76520 -3.45535 0.00 0.00 0.05
H -3.01395 2.60060 -6.32032 0.03 0.06 0.04
H -3.32576 -1.90028 -3.24389 1.05 0.21 0.25
H 5.31652 4.81027 5.60164 0.00 -0.07 -0.03
H -0.19238 4.15934 -2.33084 0.00 -0.02 -0.09
H -0.10245 -2.53712 -1.71566 -1.03 0.68 1.33
H -0.95560 1.20117 -6.44633 0.05 0.05 0.06
H -2.03858 -4.90800 0.30550 -0.13 0.65 -0.11
H 3.30583 5.77272 4.48729 -0.03 -0.08 -0.03
H -1.51663 -2.01671 2.99817 0.93 0.89 -1.41
H 1.35759 -0.51067 -1.58478 0.42 -0.71 1.54
H -5.52293 2.34836 0.75529 1.53 -1.36 0.45
H 5.15415 3.33084 4.63756 0.01 0.05 0.03
H -0.60110 0.75404 -4.09264 -0.05 0.03 0.03
H -3.37462 -3.96044 -2.45140 0.99 0.07 0.24
H 3.66335 2.24713 6.00803 -0.06 0.04 -0.01
H -1.14541 0.85502 0.00354 -1.43 -0.17 0.94
H 4.11988 -0.43467 -0.06956 -1.46 0.80 -0.25
H 3.11155 4.32074 3.52743 -0.03 -0.01 0.04
H -1.72009 -4.00518 -2.79429 -0.85 0.26 0.75
H 2.33995 0.74286 4.64807 0.04 0.08 -0.05
H 5.50423 4.86516 3.84364 0.03 -0.05 0.10
H -2.98840 -3.23058 1.56805 0.73 -0.41 -0.83
H 1.60347 -5.35162 -3.95290 -0.33 -0.73 1.66
H 2.93925 4.51790 6.58057 0.01 0.00 -0.04
H 0.05741 -4.86090 -0.76277 0.57 -0.47 1.61
H 1.57054 4.42303 5.49849 0.03 -0.04 0.02
H 0.60508 3.14358 3.85766 -0.04 -0.06 0.02
H -1.75326 3.37182 -7.29174 -0.09 0.02 0.06
H 0.09389 1.79534 4.89040 0.00 0.06 -0.04
H -1.58172 2.11944 -2.31008 0.02 -0.02 -0.02
H 2.88011 2.06462 3.63372 0.00 -0.01 0.06
H 0.94150 2.01675 -1.74963 0.02 -0.03 -0.03
H -2.16121 3.30896 -3.45220 0.01 -0.05 -0.01
H -0.28108 -0.69301 2.74341 -0.58 -1.09 -0.95
H 2.08973 -3.43974 0.50191 -1.81 -0.02 0.79
H 0.19520 3.93521 -4.02389 -0.04 -0.02 0.01
H 0.21706 -5.76906 -2.77084 1.45 -0.49 -0.35
H -3.87646 -1.11608 -1.06074 0.77 -0.41 0.13
```
Positions in Å, forces in eV/Å.

Energy   -80469.8457 eV
Lowest unoccupied orbital energy   0.063 eV
SMILES string   CC[C@H](Cl)P(CCOC(C)=O)(Cc1ccccc1)(CC(N)(N)N)[PH2]=S.CCCCCC.CCCCCC
HOMO level   -7.62 eV

=====

This record from OMol25 describes the ion C7H14N3 with charge +1. The level of theory is ωB97M-V with the def2-TZVPD basis set.

The geometry in XYZ format:
```
24
Properties=species:S:1:pos:R:3:forces:R:3
N -2.62582 0.14127 -0.12453 0.75 -2.62 0.38
N 0.96583 -0.35340 0.12824 -1.63 -0.82 0.32
N -1.30671 -1.58999 0.49858 1.83 3.43 -1.16
C 1.65797 0.93338 0.20797 0.23 -0.75 -2.53
C -1.14164 2.06426 -0.51074 1.88 3.45 -0.26
C 1.26342 -1.08599 -1.10643 -2.50 -1.25 -2.08
C 1.42941 -1.09521 1.27700 1.21 -2.67 -0.99
C -1.35024 0.67462 -0.21220 -0.50 -1.80 1.96
C -2.53151 -1.20541 0.23583 1.98 1.04 0.76
C -0.51827 -0.32850 0.22287 -2.29 -1.31 -0.30
H 1.01555 -0.41821 -1.98536 0.50 -0.64 1.00
H -0.27854 2.61859 -0.01501 -1.23 -1.19 0.57
H 1.34624 1.34647 1.08159 -1.23 2.00 2.15
H 2.29165 -1.42614 -1.13981 0.03 -0.14 0.04
H -3.30769 -1.89397 0.49028 -0.87 0.20 -0.39
H -0.63019 2.14144 -1.47265 -1.14 0.24 -0.85
H 0.42395 -1.92897 -1.14536 2.42 1.38 0.00
H 2.49051 -1.21851 1.21840 0.74 0.42 0.21
H 1.48127 1.44963 -0.73914 0.26 0.38 0.60
H 2.68193 0.70302 0.39332 0.93 -0.06 -0.52
H 1.07271 -2.09672 1.24933 -0.69 -0.79 -0.26
H 1.07870 -0.70770 2.15054 -0.67 1.52 2.36
H -3.51232 0.50607 -0.36400 -0.55 1.01 -0.33
H -1.99622 2.76998 -0.33871 0.56 -1.01 -0.71
```
Positions in Å, forces in eV/Å.

Energy   -11948.3275 eV
Lowest unoccupied orbital energy   -2.529 eV
SMILES string   Cc1[nH]cnc1[N+](C)(C)C
HOMO level   -13.11 eV
ΔE to the lowest compared entry with this formula, charge and spin   250.09 kJ/mol
Charge   +1

=====

This record from OMol25 describes a cluster of 2 separate species, C7H11F2N in total. The level of theory is ωB97M-V with the def2-TZVPD basis set.

The geometry in XYZ format:
```
21
Properties=species:S:1:pos:R:3:forces:R:3
F -1.03847 1.67926 1.21167 -0.36 -0.03 0.01
F -2.52048 2.03982 -0.36701 -1.43 -0.34 0.18
N -0.97550 -0.39209 -1.75935 -0.10 -0.93 -0.06
C -1.35276 1.42874 -0.10566 0.53 -0.68 0.85
C 2.36694 0.21444 -1.01481 3.50 -1.66 -4.04
C -1.26494 -0.04420 -0.39744 -0.31 -1.56 2.22
C 2.73360 0.32080 1.47251 -0.65 -1.87 2.02
C 2.64507 0.31724 0.20018 -0.17 0.21 2.45
C -0.73325 -1.03389 0.79776 2.61 -1.14 -3.73
C -2.16046 -0.95802 0.46600 -0.34 -0.67 -1.45
H 3.19551 1.00243 2.10626 0.79 1.69 0.47
H 1.48214 0.51685 -1.43446 -1.77 1.02 -0.97
H -2.70432 -1.77165 -0.14726 0.94 1.20 1.52
H -0.70128 1.97934 -0.69118 1.95 0.86 -1.15
H -1.63970 -1.17948 -2.06860 2.19 1.53 0.29
H 2.32201 -0.50050 2.10043 0.28 0.20 -0.91
H 0.08328 -0.49346 -1.88062 -2.60 -0.67 -0.17
H -0.22586 -0.53196 1.60573 -0.58 -0.12 0.43
H -2.65202 -0.49734 1.29794 -1.05 0.32 -0.19
H -0.07611 -1.91257 0.31346 -1.59 2.09 1.20
H 3.21658 -0.18377 -1.70554 -1.82 0.56 1.03
```
Positions in Å, forces in eV/Å.

Energy   -14358.2666 eV
Lowest unoccupied orbital energy   0.923 eV
SMILES string   NC1(C(F)F)CC1.C=C=C
HOMO level   -9.18 eV
ΔE to the lowest compared entry with this formula, charge and spin   365.40 kJ/mol

=====

This record from OMol25 describes a structure of composition C5H8O. The level of theory is ωB97M-V with the def2-TZVPD basis set.

The geometry in XYZ format:
```
14
Properties=species:S:1:pos:R:3:forces:R:3
O 0.89016 -0.11468 -0.99267 0.45 -0.23 -0.36
C 1.69181 0.51124 0.02168 0.34 0.00 0.19
C -0.17587 -0.24254 -0.05686 -0.40 0.05 0.13
C -1.40208 -1.00097 -0.44342 0.10 -0.06 -0.05
C 0.77719 -0.06354 1.11530 -0.04 0.01 0.11
C -1.35962 0.51861 -0.53936 -0.10 0.15 0.22
H 1.16165 -1.01986 1.48103 -0.15 0.15 0.06
H 2.72175 0.15691 -0.04001 -0.03 0.08 0.16
H -1.01802 0.91842 -1.47853 -0.65 0.20 -0.41
H -2.02337 1.15434 0.03947 0.17 -0.27 0.14
H -1.38098 -1.59782 -1.35192 0.10 0.16 0.10
H 0.48256 0.59450 1.93346 -0.02 -0.13 -0.07
H 1.66992 1.61538 -0.02367 -0.09 -0.36 -0.14
H -2.03511 -1.42998 0.33550 0.32 0.23 -0.08
```
Positions in Å, forces in eV/Å.

Energy   -7359.8081 eV
Lowest unoccupied orbital energy   1.193 eV
HOMO level   -9.07 eV
ΔE to the lowest compared entry with this formula, charge and spin   236.12 kJ/mol

=====

This record from OMol25 describes a cluster of 2 separate species, C7H7N in total. The level of theory is ωB97M-V with the def2-TZVPD basis set.

The geometry in XYZ format:
```
15
Properties=species:S:1:pos:R:3:forces:R:3
N 0.64460 -0.08478 0.20597 1.90 1.43 -0.75
C -1.59349 -3.22438 1.86996 0.32 0.95 -1.39
C -1.32106 -2.71837 0.80574 -0.42 -0.34 -0.09
C -0.54490 0.31109 0.45984 0.39 -0.71 0.32
C 0.09605 1.84740 -1.04717 -0.92 -0.89 1.31
C 2.48248 0.96660 -1.06158 -0.28 -1.53 1.62
C -0.98070 1.48636 -0.25074 0.78 2.00 -1.66
C 1.21953 0.92840 -0.73168 -3.88 -0.63 0.94
H 3.00642 0.29642 -0.38653 0.98 -0.03 -0.85
H 0.21011 2.71111 -1.66500 -0.17 0.34 -0.31
H -1.05352 -0.29714 1.17549 -0.88 0.05 0.25
H -1.93993 2.05624 -0.16598 1.04 -0.84 -0.03
H 2.81149 1.55520 -1.85219 1.07 1.06 -0.83
H -1.86200 -3.55439 2.83637 0.02 -0.26 0.26
H -1.17510 -2.27975 -0.19250 0.05 -0.60 1.22
```
Positions in Å, forces in eV/Å.

Energy   -8858.1888 eV
Lowest unoccupied orbital energy   -0.334 eV
SMILES string   C=C1C=CC=N1.C#C
HOMO level   -9.49 eV
ΔE to the lowest compared entry with this formula, charge and spin   331.48 kJ/mol

=====

energy of number 4 (C7H11F2N)?
-14358.2666 eV

=====

Repeat the third record exactly.
This record from OMol25 describes the ion C7H14N3 with charge +1. The level of theory is ωB97M-V with the def2-TZVPD basis set.

The geometry in XYZ format:
```
24
Properties=species:S:1:pos:R:3:forces:R:3
N -2.62582 0.14127 -0.12453 0.75 -2.62 0.38
N 0.96583 -0.35340 0.12824 -1.63 -0.82 0.32
N -1.30671 -1.58999 0.49858 1.83 3.43 -1.16
C 1.65797 0.93338 0.20797 0.23 -0.75 -2.53
C -1.14164 2.06426 -0.51074 1.88 3.45 -0.26
C 1.26342 -1.08599 -1.10643 -2.50 -1.25 -2.08
C 1.42941 -1.09521 1.27700 1.21 -2.67 -0.99
C -1.35024 0.67462 -0.21220 -0.50 -1.80 1.96
C -2.53151 -1.20541 0.23583 1.98 1.04 0.76
C -0.51827 -0.32850 0.22287 -2.29 -1.31 -0.30
H 1.01555 -0.41821 -1.98536 0.50 -0.64 1.00
H -0.27854 2.61859 -0.01501 -1.23 -1.19 0.57
H 1.34624 1.34647 1.08159 -1.23 2.00 2.15
H 2.29165 -1.42614 -1.13981 0.03 -0.14 0.04
H -3.30769 -1.89397 0.49028 -0.87 0.20 -0.39
H -0.63019 2.14144 -1.47265 -1.14 0.24 -0.85
H 0.42395 -1.92897 -1.14536 2.42 1.38 0.00
H 2.49051 -1.21851 1.21840 0.74 0.42 0.21
H 1.48127 1.44963 -0.73914 0.26 0.38 0.60
H 2.68193 0.70302 0.39332 0.93 -0.06 -0.52
H 1.07271 -2.09672 1.24933 -0.69 -0.79 -0.26
H 1.07870 -0.70770 2.15054 -0.67 1.52 2.36
H -3.51232 0.50607 -0.36400 -0.55 1.01 -0.33
H -1.99622 2.76998 -0.33871 0.56 -1.01 -0.71
```
Positions in Å, forces in eV/Å.

Energy   -11948.3275 eV
Lowest unoccupied orbital energy   -2.529 eV
SMILES string   Cc1[nH]cnc1[N+](C)(C)C
HOMO level   -13.11 eV
ΔE to the lowest compared entry with this formula, charge and spin   250.09 kJ/mol
Charge   +1